(1)
Density functional theory data (ωB97M-V with the def2-TZVPD basis set) for C9H18SSi in the gas phase.

The geometry in ORCA input format:
```
! wB97M-V def2-TZVPD RIJCOSX def2/J DEFGRID3
* xyz 0 1
C 2.62 1.65 -0.65
C 1.95 2.20 -1.65
Si 0.35 1.49 -2.36
C 0.67 1.15 -4.40
S -1.21 2.99 -2.10
C -0.19 -0.06 -1.45
C -0.85 -0.02 -0.30
C -1.23 -1.21 0.52
C -0.77 -1.03 1.97
C -1.07 -2.26 2.83
C -0.66 -2.04 4.28
H 3.53 2.07 -0.26
H 2.27 0.75 -0.17
H 2.34 3.11 -2.09
H 1.73 1.15 -4.60
H 0.25 0.18 -4.66
H 0.17 1.91 -4.99
H -0.43 4.03 -2.36
H 0.10 -1.01 -1.86
H -1.15 0.94 0.12
H -2.32 -1.32 0.52
H -0.80 -2.11 0.10
H -1.26 -0.16 2.40
H 0.31 -0.85 1.99
H -2.14 -2.47 2.79
H -0.54 -3.12 2.43
H 0.40 -1.81 4.35
H -0.85 -2.93 4.87
H -1.22 -1.21 4.72
*
```

Properties
calculated total energy: -28337.977 eV
highest occupied orbital energy: -9.138 eV
ΔE to the lowest compared entry with this formula, charge and spin: 0.0 kJ/mol

Charge distribution, Löwdin scheme, values in e: -0.07 -0.28 0.37 -0.17 0.45 -0.20 -0.21 -0.21 -0.23 -0.28 -0.12 0.05 0.04 0.05 0.00 0.00 0.00 -0.22 0.07 0.09 0.12 0.12 0.12 0.12 0.11 0.11 0.07 0.07 0.07


(2)
Density functional theory data (ωB97M-V with the def2-TZVPD basis set) for a molecular structure, C9H19BeF6N3O9S4.

The geometry in ORCA input format:
```
! wB97M-V def2-TZVPD RIJCOSX def2/J DEFGRID3
* xyz -1 2
Be -18.62 -20.43 19.26
F -20.65 -19.49 18.22
F -18.62 -17.97 19.83
N -19.64 -22.36 18.35
S -20.12 -22.55 16.77
O -21.18 -21.72 16.29
O -19.85 -23.79 16.09
F -18.86 -21.76 16.17
S -20.50 -23.50 18.80
O -19.80 -24.77 18.86
O -21.93 -23.45 18.69
F -20.44 -22.93 20.37
N -21.86 -18.60 21.28
S -20.94 -19.55 22.26
O -19.85 -20.09 21.53
O -21.51 -20.39 23.27
F -20.32 -18.39 23.13
S -23.14 -18.70 22.05
O -23.31 -17.92 23.32
O -23.86 -19.94 21.76
F -23.80 -17.55 21.06
C -13.70 -22.44 18.60
C -15.22 -22.47 18.97
C -15.45 -23.55 20.06
C -14.96 -23.17 21.45
C -15.34 -21.78 21.99
C -15.33 -20.58 20.88
N -15.78 -21.12 19.57
O -16.07 -20.06 18.76
C -16.07 -19.40 21.49
C -13.82 -20.12 20.80
C -16.16 -22.93 17.83
H -13.45 -23.41 18.16
H -13.10 -22.43 19.51
H -13.71 -21.70 17.79
H -16.44 -24.00 20.08
H -14.84 -24.42 19.83
H -13.88 -23.30 21.49
H -15.33 -23.97 22.09
H -14.59 -21.46 22.72
H -16.15 -21.86 22.72
H -15.80 -19.24 22.54
H -15.82 -18.55 20.85
H -17.15 -19.54 21.48
H -13.47 -19.42 21.56
H -13.05 -20.89 20.83
H -13.58 -19.61 19.87
H -15.74 -23.88 17.51
H -16.23 -22.22 17.00
H -17.19 -23.09 18.14
H -15.15 -19.81 18.63
*
```

Properties
⟨S²⟩: 0.8018
calculated total energy: -92575.253 eV
highest occupied orbital energy (alpha / beta): -6.762 / -6.762 eV
ΔE to the lowest compared entry with this formula, charge and spin: 160.6 kJ/mol

Charge distribution, Löwdin scheme, values in e: 1.05 -0.11 -0.40 -0.30 0.52 -0.23 -0.23 -0.22 0.44 -0.26 -0.21 -0.24 -0.26 0.51 -0.34 -0.26 -0.17 0.50 -0.33 -0.30 -0.26 -0.01 -0.42 -0.15 -0.18 -0.10 -0.45 -0.12 -0.03 -0.04 -0.04 -0.03 0.08 0.07 0.09 0.12 0.12 0.10 0.11 0.10 0.11 0.10 0.09 0.06 0.09 0.06 0.07 0.10 0.08 0.05 0.09


(3)
Density functional theory data (ωB97M-V with the def2-TZVPD basis set) for a molecular structure, C9H19Br2P.

The geometry in ORCA input format:
```
! wB97M-V def2-TZVPD RIJCOSX def2/J DEFGRID3
* xyz 0 1
C 0.55 -2.09 -1.61
C -0.16 -2.20 0.83
C 1.98 1.58 -2.07
C 2.67 1.16 0.39
C -0.73 0.81 2.42
C -4.09 0.27 0.46
C 0.65 -1.41 -0.23
C 1.49 1.45 -0.56
C -0.69 1.04 1.14
P -0.05 0.34 -0.45
Br -3.98 -1.64 0.17
Br -1.63 2.61 0.49
H -0.52 -2.33 -1.92
H 1.01 -1.38 -2.29
H 0.87 -3.16 -1.64
H -0.22 -3.16 0.31
H -1.20 -1.91 0.89
H 0.44 -2.21 1.77
H 1.18 1.39 -2.70
H 2.39 2.41 -2.55
H 2.63 0.72 -2.10
H 3.15 0.24 0.06
H 2.35 0.94 1.39
H 3.27 2.11 0.61
H -1.49 1.25 3.03
H -4.22 0.81 -0.48
H -0.34 0.00 2.93
H -3.15 0.66 0.86
H -4.92 0.56 1.05
H 1.75 -1.34 0.10
H 1.02 2.48 -0.32
*
```

Properties
calculated total energy: -159012.303 eV
highest occupied orbital energy: -8.591 eV
ΔE to the lowest compared entry with this formula, charge and spin: 73.4 kJ/mol

Charge distribution, Löwdin scheme, values in e: -0.16 -0.13 -0.11 -0.13 -0.08 -0.56 -0.57 -0.54 -0.87 0.97 0.56 0.68 0.09 0.05 0.08 0.07 0.00 0.08 0.03 0.05 0.06 0.06 0.04 0.11 0.06 0.01 0.04 -0.08 0.01 0.11 0.07


(4)
Density functional theory data (ωB97M-V with the def2-TZVPD basis set) for a molecular structure, C9H19ClINNbO2.

The geometry in ORCA input format:
```
! wB97M-V def2-TZVPD RIJCOSX def2/J DEFGRID3
* xyz -1 1
C 0.62 3.02 0.74
C -0.17 2.88 -0.55
C -0.11 1.52 -1.30
I 0.36 1.96 -3.40
Nb 1.27 -0.15 -0.62
C 2.57 -1.93 0.04
C 3.81 -2.33 -0.69
O 4.19 -3.48 -0.83
Cl 4.89 -1.05 -1.35
C 0.08 -0.59 1.32
C -1.33 -0.16 1.34
O -1.64 0.96 1.75
N -2.36 -1.01 0.94
C -3.57 -0.30 0.53
C -2.03 -2.11 0.04
H 0.31 3.95 1.22
H 1.67 3.13 0.52
H 0.46 2.22 1.44
H 0.14 3.67 -1.22
H -1.21 3.09 -0.33
H -1.11 1.12 -1.35
H 0.35 -1.38 -1.64
H 2.26 -0.01 -2.14
H 2.56 0.89 0.14
H 2.89 -1.76 1.06
H 1.94 -2.81 0.02
H 0.14 -1.65 1.58
H 0.56 -0.04 2.13
H -4.03 -0.85 -0.28
H -4.28 -0.26 1.34
H -3.35 0.70 0.17
H -2.82 -2.84 0.07
H -1.96 -1.77 -0.99
H -1.12 -2.61 0.33
*
```

Properties
calculated total energy: -37395.550 eV
highest occupied orbital energy: -5.044 eV

Charge distribution, Löwdin scheme, values in e: -0.16 -0.43 -0.89 0.60 1.36 -0.41 -0.89 -0.04 0.52 -0.25 -0.58 -0.01 -0.15 -0.07 -0.10 0.07 0.04 0.03 0.03 0.09 -0.03 -0.09 -0.16 -0.08 0.04 0.03 0.03 0.05 0.07 0.08 0.08 0.08 0.06 0.06


(5)
Density functional theory data (ωB97M-V with the def2-TZVPD basis set) for C9H19ClSi in the gas phase.

The geometry in ORCA input format:
```
! wB97M-V def2-TZVPD RIJCOSX def2/J DEFGRID3
* xyz 0 1
C -1.45 2.03 -0.55
C -0.40 1.59 0.43
C 0.01 2.68 1.38
C 0.05 0.35 0.39
C 1.37 -0.29 1.44
C 2.65 0.46 1.14
Cl 0.90 -0.13 3.14
Si -0.49 -1.12 -0.69
C -0.31 -2.76 0.29
C 0.67 -1.20 -2.21
C -2.31 -1.12 -1.28
H -1.40 3.11 -0.70
H -2.44 1.78 -0.18
H -1.32 1.54 -1.51
H 0.56 2.29 2.23
H 0.61 3.42 0.86
H -0.88 3.18 1.75
H 1.45 -1.35 1.23
H 2.54 1.52 1.34
H 3.47 0.08 1.74
H 2.89 0.32 0.09
H -0.65 -2.65 1.31
H -0.90 -3.55 -0.17
H 0.72 -3.11 0.32
H 0.55 -0.33 -2.85
H 1.71 -1.25 -1.91
H 0.46 -2.08 -2.81
H -2.55 -2.08 -1.73
H -3.00 -0.97 -0.46
H -2.51 -0.36 -2.03
*
```

Properties
calculated total energy: -30041.379 eV
highest occupied orbital energy: -9.059 eV
ΔE to the lowest compared entry with this formula, charge and spin: 0.0 kJ/mol

Charge distribution, Löwdin scheme, values in e: -0.07 -0.39 -0.07 -0.17 -0.69 -0.14 0.61 0.57 -0.18 -0.17 -0.19 0.08 0.09 0.06 0.03 0.09 0.09 0.03 0.07 0.07 0.08 0.03 0.03 0.02 0.02 0.02 0.02 0.02 0.03 0.01


(6)
Density functional theory data (ωB97M-V with the def2-TZVPD basis set) for a gas-phase ion, C9H19N2O2S (charge +1).

The geometry in ORCA input format:
```
! wB97M-V def2-TZVPD RIJCOSX def2/J DEFGRID3
* xyz 1 1
C 2.63 -1.56 -0.71
C 2.19 -1.26 0.76
C 3.40 -0.75 1.65
C 1.35 -2.38 1.30
O 1.29 -0.02 0.89
C 0.21 0.11 0.26
O -0.23 -0.64 -0.61
N -0.56 1.16 0.64
C -1.64 1.70 -0.15
C -3.02 0.64 -0.39
N -2.62 -0.13 -1.63
S -3.24 -0.44 1.04
C -1.85 3.18 -0.17
C -1.15 2.39 -1.35
H 2.68 -0.52 -1.25
H 3.59 -2.08 -0.80
H 1.83 -2.19 -1.22
H 3.15 -0.98 2.70
H 3.36 0.34 1.46
H 4.34 -1.20 1.35
H 0.69 -2.33 2.10
H 0.73 -2.84 0.44
H 1.97 -3.30 1.57
H 0.03 1.82 1.10
H -3.77 1.26 -0.76
H -2.41 0.60 -2.34
H -3.28 -0.77 -1.92
H -1.62 -0.63 -1.29
H -2.04 -1.15 0.87
H -1.31 3.86 0.36
H -2.96 3.56 -0.17
H -1.61 2.25 -2.29
H -0.15 2.30 -1.43
*
```

Properties
calculated total energy: -27543.113 eV
highest occupied orbital energy: -13.132 eV
ΔE to the lowest compared entry with this formula, charge and spin: 0.0 kJ/mol

Charge distribution, Löwdin scheme, values in e: -0.02 -0.46 0.01 -0.04 0.07 -0.62 0.04 0.15 -0.40 -0.50 0.11 0.83 0.02 -0.03 0.13 0.09 0.09 0.10 0.09 0.09 0.06 0.11 0.13 0.16 0.09 0.14 0.11 0.16 -0.08 0.07 0.16 0.09 0.08